{"formula": "C42H87NO9", "method": "ωB97M-V with the def2-TZVPD basis set", "symbols": ["C", "C", "N", "C", "C", "C", "C", "H", "H", "H", "H", "H", "H", "H", "H", "H", "H", "H", "H", "H", "H", "H", "C", "C", "C", "O", "C", "H", "H", "H", "H", "H", "H", "H", "H", "C", "C", "C", "O", "C", "H", "H", "H", "H", "H", "H", "H", "H", "C", "C", "C", "O", "C", "H", "H", "H", "H", "H", "H", "H", "H", "C", "C", "C", "O", "C", "H", "H", "H", "H", "H", "H", "H", "H", "C", "C", "C", "O", "C", "H", "H", "H", "H", "H", "H", "H", "H", "C", "C", "C", "O", "C", "H", "H", "H", "H", "H", "H", "H", "H", "C", "C", "C", "O", "C", "H", "H", "H", "H", "H", "H", "H", "H", "C", "C", "C", "O", "C", "H", "H", "H", "H", "H", "H", "H", "H", "C", "C", "C", "O", "C", "H", "H", "H", "H", "H", "H", "H", "H"], "xyz": [[-0.934184, -0.116242, -1.824820], [-0.086540, -0.554885, -0.626759], [-0.765737, -0.760630, 0.647935], [-1.591651, 0.339556, 1.086786], [-0.750921, 1.574776, 1.411209], [-1.549342, -2.001563, 0.708805], [-0.883682, -3.242734, 0.160807], [-1.859742, -0.687311, -1.930597], [-0.348958, -0.260319, -2.730623], [-1.200808, 0.937445, -1.701208], [0.395971, -1.487771, -0.898560], [0.726459, 0.165369, -0.487946], [-2.419507, 0.539603, 0.382199], [-2.077254, 0.010931, 2.012477], [0.097249, 1.207825, 1.991069], [-0.317181, 2.023162, 0.513261], [-1.405097, 2.309698, 1.878858], [-2.562546, -1.862555, 0.292201], [-1.711314, -2.135375, 1.785815], [-1.454940, -4.116556, 0.475922], [0.150975, -3.334997, 0.497005], [-0.850248, -3.222489, -0.932537], [-1.070820, 0.962733, 5.117431], [-0.985991, -0.532447, 4.799555], [0.072021, -1.048266, 5.791884], [0.222582, -0.014227, 6.791297], [-0.770443, 0.972143, 6.600281], [-2.044350, 1.379845, 4.861571], [-0.289015, 1.483243, 4.559722], [-0.717433, -0.725808, 3.759544], [-1.947285, -1.022458, 4.976453], [1.035738, -1.128135, 5.289514], [-0.242906, -1.944371, 6.321885], [-0.424448, 1.936485, 6.975652], [-1.672918, 0.735702, 7.186411], [-0.990105, 1.820460, -6.748328], [-2.140994, 2.478723, -5.957116], [-2.181045, 1.644608, -4.671128], [-1.694622, 0.368133, -5.011010], [-0.659184, 0.525170, -5.951348], [-0.115260, 2.467501, -6.782801], [-1.290289, 1.564583, -7.762130], [-3.098697, 2.445016, -6.472602], [-1.879681, 3.517881, -5.763995], [-3.165243, 1.563559, -4.216575], [-1.504162, 2.106631, -3.935932], [-0.629113, -0.327863, -6.628186], [0.298367, 0.608606, -5.419906], [2.808448, -0.312832, 1.931348], [4.130803, -0.955122, 1.506699], [4.941366, -0.980780, 2.797366], [4.420214, 0.029616, 3.647043], [3.171281, 0.507458, 3.182347], [2.109035, -1.093486, 2.235964], [2.341398, 0.316055, 1.176498], [4.623899, -0.369129, 0.728572], [3.966881, -1.954560, 1.103779], [5.997351, -0.749918, 2.657553], [4.844276, -1.946186, 3.307083], [3.288378, 1.571689, 2.954977], [2.382036, 0.382213, 3.929326], [3.950526, -5.887079, 1.373353], [2.605592, -5.812970, 0.685890], [2.755879, -6.932948, -0.369452], [4.152329, -7.037089, -0.665431], [4.881558, -6.163718, 0.197774], [4.007339, -6.719288, 2.078401], [4.310033, -5.020770, 1.934990], [2.336904, -4.835119, 0.287424], [1.781718, -6.096258, 1.347595], [2.219548, -6.668858, -1.281902], [2.390018, -7.879557, 0.029594], [5.108082, -5.268438, -0.395688], [5.831890, -6.580531, 0.535138], [2.323101, -3.609937, -4.145555], [3.008063, -3.941156, -2.825824], [2.913268, -2.624502, -2.050772], [1.838225, -1.882906, -2.605245], [1.254840, -2.624195, -3.687154], [1.803745, -4.474359, -4.571696], [2.992655, -3.281261, -4.939910], [4.047724, -4.260940, -2.926367], [2.550878, -4.796753, -2.325988], [3.827338, -2.040655, -2.222235], [2.833502, -2.738266, -0.965696], [0.829469, -1.944328, -4.421558], [0.428888, -3.200833, -3.245922], [-3.919448, 4.559172, -0.153158], [-5.113724, 4.217344, -1.049358], [-4.479148, 4.257678, -2.448595], [-3.103505, 3.958804, -2.292397], [-2.753320, 3.928606, -0.917079], [-3.933710, 4.241279, 0.887655], [-3.779302, 5.644666, -0.160722], [-5.898395, 4.967435, -0.934344], [-5.558991, 3.267595, -0.750627], [-4.609032, 5.241221, -2.900224], [-4.945754, 3.471544, -3.046374], [-1.831697, 4.484416, -0.736844], [-2.598214, 2.889407, -0.597328], [-4.614939, -2.951892, 2.615623], [-5.309001, -2.995614, 1.261035], [-4.579081, -4.117675, 0.518236], [-3.915369, -4.908973, 1.519350], [-4.232064, -4.412216, 2.796717], [-5.251790, -2.654353, 3.449788], [-3.749187, -2.292199, 2.576985], [-5.260721, -2.048685, 0.722337], [-6.368727, -3.237463, 1.359824], [-3.842260, -3.783393, -0.215615], [-5.248467, -4.805237, -0.006347], [-3.431487, -4.567606, 3.522189], [-5.098041, -4.966642, 3.193527], [1.342082, 2.672452, -2.985045], [2.681856, 2.904190, -2.283402], [2.730193, 4.443577, -2.215128], [1.398724, 4.910731, -2.212447], [0.498480, 3.829520, -2.482207], [0.902256, 1.719501, -2.678375], [1.340773, 2.591309, -4.074612], [3.523119, 2.512799, -2.851588], [2.644203, 2.452549, -1.291215], [3.270114, 4.777023, -3.109308], [3.289753, 4.763443, -1.333820], [-0.264872, 4.147832, -3.192393], [-0.005693, 3.553361, -1.549094], [-0.005157, 5.596855, 2.011463], [0.943484, 4.742644, 1.175956], [2.327496, 5.034663, 1.802683], [2.070917, 5.727572, 3.030451], [0.701600, 5.597741, 3.348744], [-0.994474, 5.130194, 2.040142], [-0.138131, 6.602359, 1.615256], [0.951528, 4.978561, 0.112307], [0.784010, 3.675502, 1.308335], [2.967897, 5.673645, 1.194259], [2.856747, 4.105521, 2.038647], [0.444247, 6.451712, 3.984664], [0.440035, 4.732833, 3.977714]], "atomic_forces_ev_per_a": [[0.002, 0.120, 0.541], [-0.029, -0.136, -0.179], [-0.021, -0.568, -0.416], [0.121, 0.076, 0.219], [-0.351, -0.595, -0.840], [0.060, 0.469, 0.855], [-0.003, 0.071, -0.431], [0.038, -0.064, 0.038], [-0.080, 0.182, -0.093], [-0.103, 0.006, -0.321], [0.145, 0.057, 0.156], [-0.033, 0.011, 0.028], [0.118, 0.204, -0.033], [-0.019, 0.054, 0.009], [-0.146, 0.430, 0.499], [-0.196, -0.001, -0.082], [0.424, 0.153, 0.358], [0.106, -0.091, -0.277], [-0.107, -0.230, -0.065], [0.071, -0.053, -0.009], [-0.057, 0.007, 0.202], [-0.079, -0.105, 0.033], [0.042, -0.277, -0.266], [-0.183, -0.285, 0.013], [-0.241, 1.058, 0.130], [0.168, -0.057, -0.093], [-0.417, 0.225, 0.241], [0.046, 0.114, 0.012], [-0.059, 0.166, 0.082], [0.098, -0.022, 0.029], [0.000, 0.067, 0.047], [0.075, -0.464, 0.187], [0.228, -0.310, -0.289], [0.286, -0.093, -0.068], [0.008, -0.137, -0.119], [0.000, -0.390, 0.246], [0.341, -0.126, 0.094], [0.510, 0.783, 0.171], [-0.521, -0.725, -0.094], [0.017, 0.686, -0.337], [-0.029, 0.047, -0.150], [0.060, 0.114, -0.058], [0.062, -0.055, -0.151], [-0.285, 0.059, 0.152], [-0.021, -0.156, -0.030], [-0.140, -0.051, 0.071], [-0.020, -0.213, 0.262], [0.047, 0.024, -0.125], [0.030, -0.043, 0.556], [-0.066, 0.179, -0.307], [-0.061, -0.047, 0.182], [-0.055, 0.085, 0.305], [-0.110, 0.003, -0.589], [-0.145, 0.049, -0.231], [-0.016, -0.171, -0.134], [0.042, 0.054, 0.088], [0.094, -0.024, -0.002], [0.046, -0.198, -0.106], [0.086, -0.041, -0.066], [-0.137, 0.022, 0.039], [0.223, 0.129, 0.238], [0.898, 0.374, 0.033], [-0.755, -0.854, 0.463], [0.153, 0.888, 0.027], [0.102, -0.308, 0.197], [-0.186, 0.210, -0.131], [-0.178, -0.139, -0.144], [-0.403, 0.199, -0.136], [0.369, 0.020, -0.265], [0.072, 0.167, 0.078], [-0.052, -0.279, -0.063], [0.012, -0.080, -0.099], [0.011, 0.216, 0.323], [-0.089, -0.382, -0.287], [-0.755, -0.632, -0.426], [0.610, -0.307, 0.177], [0.750, 0.099, -0.294], [-0.152, 0.196, -0.269], [0.043, -0.253, 0.788], [0.178, -0.086, 0.097], [0.092, 0.500, 0.272], [0.018, 0.202, -0.203], [-0.433, 0.285, 0.076], [-0.013, -0.041, 0.060], [-0.402, -0.061, -0.042], [0.249, 0.119, -0.080], [-0.100, -0.014, -0.269], [0.469, 0.349, -0.478], [-0.003, 0.537, 0.723], [-0.710, -0.702, 0.637], [0.368, 0.108, -0.096], [-0.163, -0.056, 0.567], [-0.318, -0.158, -0.040], [-0.012, -0.031, 0.081], [-0.020, -0.044, -0.132], [0.183, -0.206, -0.380], [0.036, -0.016, -0.167], [0.102, 0.246, -0.404], [0.067, -0.047, -0.218], [0.029, -0.001, -0.076], [-0.085, -0.199, 0.241], [-0.275, 0.227, -0.382], [-0.063, -0.709, 0.117], [0.610, 0.131, -0.278], [-0.527, 0.003, 0.547], [-0.068, 0.256, -0.178], [0.094, -0.091, 0.075], [0.083, -0.001, 0.014], [0.040, -0.073, 0.112], [0.079, 0.187, 0.176], [-0.193, 0.253, -0.055], [0.298, -0.042, -0.354], [-0.005, 0.081, -0.035], [-0.529, -0.873, 0.182], [-0.366, 0.431, -0.462], [0.746, -0.988, -0.238], [-0.191, 0.139, -0.026], [0.015, -0.022, 0.086], [0.017, 0.067, 0.117], [0.513, 0.468, -0.026], [0.072, -0.120, 0.175], [0.124, 0.011, 0.017], [-0.161, 0.365, 0.065], [-0.237, 0.302, 0.049], [0.024, 0.145, 0.021], [0.008, 0.005, 0.003], [-0.575, -0.730, -0.171], [1.022, 0.195, -0.174], [-0.240, 0.039, 0.331], [0.160, -0.245, 0.074], [-0.427, 0.897, 0.629], [-0.002, 0.105, 0.165], [0.243, 0.051, -0.024], [-0.162, -0.028, 0.001], [-0.450, 0.039, -0.027], [-0.016, -0.011, -0.032], [0.087, 0.028, -0.157], [0.017, 0.076, -0.217], [0.392, -0.361, -0.384]], "e_lumo_ha": 0.01757, "relative_energy_ev": 0.000, "e_homo_ha": -0.30708, "total_charge": 0, "orbital_gap_ha": 0.32465}